[1]
Below is the ion C4H12NOS with charge +1, with properties calculated with ωB97M-V/def2-TZVPD.

The geometry in XYZ format:
```
19
Properties=species:S:1:pos:R:3:forces:R:3:mulliken_charge:R:1
C -1.4763 -0.6130 1.3111 0.68 0.95 0.87 -1.34
H 2.1773 0.2510 -1.6314 2.80 0.63 -0.16 0.37
N 1.2539 0.1528 -1.3587 -0.13 -4.84 1.20 -0.19
H -2.3374 0.2724 -1.9450 1.73 1.05 1.79 0.24
C 1.2235 1.3460 0.8512 1.59 -0.92 -2.61 -1.15
H -1.3063 0.3759 1.7599 -0.49 -0.06 -0.11 0.39
C -0.7866 -0.5478 -0.0341 2.64 1.73 1.15 0.79
H -1.0450 -1.2649 2.0831 0.17 -0.42 -0.71 0.40
H 2.0916 1.7980 0.2928 -0.25 -0.35 0.99 0.35
H 1.4708 -0.9717 0.5447 -0.56 2.04 -1.10 0.42
H -1.3243 -2.4734 -0.3940 2.44 2.81 -1.06 0.39
H 1.0457 -0.8662 -1.6718 -0.31 2.05 -0.15 0.37
O -0.6245 -1.7186 -0.7039 -2.51 -3.17 0.23 -0.60
H 0.7092 0.8323 -1.8294 -1.45 0.83 -0.51 0.22
H 1.4486 1.3461 1.9191 -0.63 -0.07 -0.30 0.32
H -2.5509 -0.7873 1.2717 0.02 0.02 -0.32 0.41
H 0.4438 1.9311 0.4137 -0.92 1.07 0.96 0.35
S -1.3982 0.9323 -0.9969 -2.57 -1.54 -1.65 -0.33
C 0.9849 0.0051 0.1179 -2.27 -1.81 1.48 -0.41
```
Forces are in eV/Å.

The value obtained for the gap between HOMO and LUMO is 10.35 eV. The SMILES is C[C@H]([NH3+])[C@](C)(O)S. The HOMO energy is -13.5 eV. As for the charge: +1. The lowest unoccupied orbital energy is -3.141 eV.

***

[2]
Below is the ion C4H12NOSi with charge +1, with properties calculated with ωB97M-V/def2-TZVPD.

The geometry in XYZ format:
```
19
Properties=species:S:1:pos:R:3:forces:R:3:mulliken_charge:R:1
H -2.6919 -1.5735 -0.2563 -0.26 0.30 0.87 0.36
C 1.0435 -0.2883 1.5484 -1.24 -0.41 -0.60 -0.94
H 2.1451 0.6243 -2.1111 -0.44 1.37 0.00 0.38
H 2.5546 1.5393 -0.5281 0.62 0.56 -0.16 0.36
C 2.0946 0.7093 -1.0197 -0.33 -2.88 -0.97 -1.07
H 2.0256 -0.7818 1.3677 -0.90 0.03 0.20 0.25
H 1.2390 0.5644 2.1950 -0.15 -0.09 0.33 0.34
C -0.8446 -1.0162 -0.8616 2.02 1.39 0.13 -0.71
Si 0.4479 0.3802 -0.1683 0.16 -1.69 0.03 0.26
H -0.6174 2.8788 0.0606 -0.22 -1.39 -0.33 0.35
H 0.2599 -0.9901 2.0164 1.48 0.99 -0.34 0.30
H -2.3624 0.0119 0.4577 0.65 -1.26 -1.49 0.35
H -1.5156 -1.3781 0.9535 -0.94 -0.22 0.18 0.31
H 2.7115 -0.2474 -0.9089 -0.65 1.17 0.93 0.31
N -1.9817 -0.9509 0.1468 0.39 -1.09 0.35 -0.25
H -1.2230 -0.7774 -1.8875 0.38 -0.62 0.97 0.40
H -0.2859 -1.9992 -0.7050 -1.30 1.05 -0.69 0.35
C -0.9168 1.7595 -0.1036 2.65 2.78 0.70 0.12
O -2.0823 1.5351 -0.1959 -1.94 0.01 -0.11 -0.48
```
Forces are in eV/Å.

The value obtained for the gap between HOMO and LUMO is 9.69 eV. The SMILES is C[Si](C)(C=O)C[NH3+]. The HOMO energy is -13.6 eV. As for the charge: +1. The lowest unoccupied orbital energy is -3.878 eV.

***

[3]
Below is a cluster of 2 separate species, C4H12NP2 in total, with properties calculated with ωB97M-V/def2-TZVPD.

The geometry in XYZ format:
```
19
Properties=species:S:1:pos:R:3:forces:R:3:mulliken_charge:R:1
H 1.9614 0.8402 2.6351 0.00 0.07 -0.23 0.33
H 2.1934 1.4627 0.8530 0.02 0.02 0.47 0.35
P 0.0198 1.1545 -1.5881 3.87 0.72 1.66 0.08
H -0.7356 0.6962 -2.5440 -2.19 -1.22 -1.93 0.03
H -1.4821 -0.3173 1.3816 0.66 -0.45 -2.81 0.42
H 3.4427 -1.3239 -0.7407 -1.00 1.23 -0.14 0.26
P 1.0979 -1.3650 -0.1009 0.25 -1.22 0.40 0.06
H 0.8048 2.1393 1.8918 0.56 -0.35 0.10 0.32
H -3.2174 -1.4300 0.2416 -2.84 -0.04 1.67 0.41
C 2.5266 -0.6693 -0.7019 0.04 -1.77 0.51 -0.52
H -1.7055 -2.2913 -0.0279 -0.07 -0.95 0.19 0.34
C -2.3303 -1.4542 -0.2369 3.84 1.13 -1.26 -0.86
H -2.4355 -1.3493 -1.2966 -0.13 0.12 -0.58 0.33
C -0.0510 -0.1190 -0.3108 -1.30 -0.14 -0.51 -0.02
C 1.6438 1.4363 1.7876 -0.75 0.57 -0.16 -0.93
H -0.8130 1.9185 -0.8751 -1.53 1.46 0.37 -0.01
H 2.4491 0.3839 -0.7905 0.94 0.76 -0.61 0.26
H -1.9114 0.5742 0.1649 -1.07 1.74 -0.92 0.47
N -1.4576 -0.2865 0.2578 0.71 -1.68 3.81 -0.31
```
Forces are in eV/Å.

The value obtained for the gap between HOMO and LUMO (spin up / spin down) is 6.36 / 8.87 eV. The HOMO energy (spin up / spin down) is -12.1 / -12.7 eV. As for the charge: +1. The lowest unoccupied orbital energy (spin up / spin down) is -5.697 / -3.870 eV.

***

[4]
Below is a cluster of 2 separate species, C4H12NPS in total, with properties calculated with ωB97M-V/def2-TZVPD.

The geometry in XYZ format:
```
19
Properties=species:S:1:pos:R:3:forces:R:3:mulliken_charge:R:1
H 2.1492 -0.4444 0.7017 0.05 0.46 -2.84 0.25
H 1.6653 0.3202 -1.0533 -0.34 -0.27 0.91 0.20
H -2.3963 2.5892 -1.5073 1.06 0.51 -0.48 0.32
H 0.0501 -0.7471 0.4028 -3.79 3.70 4.39 0.17
N 0.5060 -1.2267 -0.2066 0.93 -5.53 -4.31 -0.19
P -1.8025 0.9955 0.9918 2.28 -0.59 2.13 0.11
C -0.7433 0.4513 2.2528 -0.08 -0.48 -1.90 -0.69
H 1.4328 -3.0982 -0.1278 0.66 -0.33 -0.18 0.35
H -1.3810 1.1562 -1.5807 0.09 1.07 -1.28 0.25
C -1.3265 2.2815 -1.5644 0.04 -1.67 -0.07 -0.75
C 0.5402 -2.6386 0.2365 -1.71 -0.42 0.43 -0.86
H -0.8109 -0.5655 2.6422 -1.24 0.28 0.48 0.33
S -0.5107 2.3850 0.0554 -0.15 0.73 0.60 -0.13
H -0.6195 2.7006 -2.3636 -1.51 -0.54 1.15 0.29
H 2.4957 -1.1951 -0.9948 -1.05 0.02 0.66 0.30
H 0.4345 -2.9383 1.3810 0.29 1.20 -2.04 0.21
C 1.7070 -0.6077 -0.4414 4.44 1.06 2.01 -0.75
H 0.3248 0.6803 2.4222 -0.66 0.83 -0.45 0.32
H -0.3164 -3.1156 -0.3076 0.70 -0.03 0.77 0.29
```
Forces are in eV/Å.

The value obtained for the gap between HOMO and LUMO is 8.03 eV. The SMILES is C=PSC.CNC. The HOMO energy is -8.4 eV. The lowest unoccupied orbital energy is -0.373 eV.

***

[5]
Below is a cluster of 2 separate species, C4H12NS2 in total, with properties calculated with ωB97M-V/def2-TZVPD.

The geometry in XYZ format:
```
19
Properties=species:S:1:pos:R:3:forces:R:3:mulliken_charge:R:1
H -0.4112 -0.8115 1.6083 -0.98 -0.75 1.06 0.37
C -1.0086 2.9679 -0.2574 0.22 -3.13 -4.13 -0.83
H -1.9269 3.4049 -0.5900 -0.27 0.56 -0.57 0.38
H -0.6413 -1.7902 -1.2454 0.89 1.48 -1.28 0.31
S 1.2130 0.1794 -2.0767 0.05 0.28 1.55 -0.23
C -0.7620 -1.9149 -0.2116 0.32 1.64 0.60 -0.91
H 0.5329 -0.0525 -3.2138 -0.64 -0.01 0.39 0.15
H -0.2025 2.8665 -1.0851 -1.34 0.78 1.44 0.27
H -1.7534 -1.7831 -0.0278 -2.94 0.37 0.66 0.45
H 1.9586 -0.6480 1.6209 -0.61 -0.03 -1.10 0.37
C -0.0536 0.4072 0.1436 1.51 0.79 -2.40 -0.62
H -0.7388 3.3854 0.6195 1.25 1.11 2.87 0.34
H -0.5637 -2.9045 -0.1505 1.21 -3.07 1.55 0.47
H 1.8375 -1.4223 -0.0896 0.91 0.70 -1.58 0.50
H 1.5368 -2.3979 1.3035 -0.63 2.69 -0.79 0.33
N -0.0312 -0.9589 0.6991 1.69 0.18 -2.36 0.04
H 0.9164 0.8501 0.4700 -1.40 0.61 -0.32 0.49
S -1.5712 1.1998 -0.0881 0.76 0.23 0.88 0.07
C 1.4319 -1.2671 0.8564 0.00 -4.41 3.55 -0.93
```
Forces are in eV/Å.

The value obtained for the gap between HOMO and LUMO (spin up / spin down) is 7.28 / 7.58 eV. The HOMO energy (spin up / spin down) is -12.4 / -12.6 eV. As for the charge: +1. The lowest unoccupied orbital energy (spin up / spin down) is -5.144 / -5.032 eV.

***

[6]
Below is a cluster of 2 separate species, C4H12NS2 in total, with properties calculated with ωB97M-V/def2-TZVPD.

The geometry in XYZ format:
```
19
Properties=species:S:1:pos:R:3:forces:R:3:mulliken_charge:R:1
H 0.4097 0.2136 1.3994 -0.31 -0.45 0.85 0.17
H 2.6427 0.2914 0.8028 -0.37 1.99 -0.54 0.34
C -0.8325 -2.3338 -0.3371 2.19 -2.67 0.29 -1.47
C -0.1075 -1.1328 0.0423 -0.12 0.53 -2.98 0.60
H 3.2696 1.5574 -0.2444 1.84 0.37 -1.26 0.36
S 0.7225 -0.4122 -1.2604 0.81 -0.13 -0.40 -0.01
H -1.2810 -2.3327 -1.2833 -0.71 0.47 -1.39 0.36
H -3.6722 1.6709 0.4774 -0.05 0.07 -0.44 0.23
H 2.2701 2.0973 0.9770 -0.29 1.17 1.51 0.35
H 1.1910 1.7615 -1.6238 0.70 -0.66 1.91 0.37
C 1.2041 1.1747 -0.6142 -2.76 2.72 -0.88 -0.40
H 0.2191 1.6748 -0.1068 2.12 -1.20 -0.96 0.18
H -3.2429 1.2468 -1.4049 -0.35 0.21 -0.11 0.26
H -1.5122 -2.6177 0.3831 -2.04 -0.26 1.65 0.47
N -0.2081 -0.5692 1.2152 -0.02 0.33 0.32 -0.27
S -2.6645 0.9296 -0.1952 0.66 -0.56 0.75 0.00
H -0.6038 -1.2300 1.8395 -0.06 0.36 1.71 0.22
C 2.4255 1.3239 0.3010 -1.23 -3.72 -0.04 -1.11
H -0.2296 -3.3135 -0.3674 -0.02 1.44 0.01 0.33
```
Forces are in eV/Å.

The value obtained for the gap between HOMO and LUMO (spin up / spin down) is 4.49 / 4.99 eV. Its expectation value of S² is 2.005. The HOMO energy (spin up / spin down) is -8.5 / -13.3 eV. As for the charge: +1. The multiplicity is 3. The lowest unoccupied orbital energy (spin up / spin down) is -4.056 / -8.296 eV.

***

[7]
Below is a cluster of 2 separate species, C4H12O in total, with properties calculated with ωB97M-V/def2-TZVPD.

The geometry in XYZ format:
```
17
Properties=species:S:1:pos:R:3:forces:R:3:mulliken_charge:R:1
H -1.0752 0.1174 -1.6114 0.72 0.40 0.00 0.35
H -2.4438 -0.6014 1.7114 0.22 -0.21 0.23 0.28
C 2.8371 -0.8678 -0.4417 -3.00 -0.04 0.84 -0.42
H 2.5433 1.1305 0.5362 -0.26 -0.49 -0.10 0.28
C -2.0691 0.6989 0.2462 -0.80 -1.42 0.56 -0.28
H 1.7281 -0.9657 -0.2431 0.97 -0.25 -0.36 -0.11
H 3.2645 -1.6274 0.2053 0.54 0.36 0.21 0.32
H -2.8948 1.2102 -0.2439 0.94 0.77 -0.75 0.28
H 4.1606 0.6879 0.1653 0.09 0.29 -0.30 0.28
H -0.3343 -0.5583 -0.0738 -0.10 -0.07 -0.39 0.03
H -1.8978 -1.1118 -0.8222 0.27 -0.27 0.35 0.33
C -1.2397 -0.2652 -0.6098 -1.19 0.27 -0.23 -0.76
C 3.1383 0.6006 -0.2152 1.28 0.26 0.46 -0.83
H -1.3871 1.3242 0.8373 -0.53 0.28 -0.13 0.23
H 3.0574 1.1715 -1.1394 0.05 -0.03 0.00 0.28
O -2.9571 -0.0846 1.0925 0.41 0.27 0.36 -0.54
H 2.9461 -1.1791 -1.4562 0.40 -0.13 -0.74 0.29
```
Forces are in eV/Å.

The value obtained for the gap between HOMO and LUMO is 11.23 eV. The SMILES is CCO.CC. The HOMO energy is -10.3 eV. The lowest unoccupied orbital energy is 0.932 eV.

***

[8]
Below is a cluster of 2 separate species, C4H12O in total, with properties calculated with ωB97M-V/def2-TZVPD.

The geometry in XYZ format:
```
17
Properties=species:S:1:pos:R:3:forces:R:3:mulliken_charge:R:1
H -1.6658 0.6678 -2.9507 0.02 -0.03 -0.06 0.33
O 0.6527 0.5035 -1.4389 0.34 0.08 0.46 -0.50
H -0.0577 2.2478 -2.2757 0.20 0.57 0.57 0.25
H -1.9346 0.0792 -1.3112 0.09 0.18 -0.01 0.29
H 1.4002 -1.0795 3.4039 -0.15 0.13 -0.11 0.25
C 1.1343 -1.3603 1.2909 1.10 0.40 0.06 -0.65
H 2.0864 -0.8440 1.1340 0.07 0.06 0.15 0.25
C -1.6878 0.9698 -1.9023 -0.02 -0.56 0.12 -1.09
H 0.6645 -0.0721 -2.2063 -0.31 0.22 -0.28 0.27
H 1.3936 -2.4151 1.1915 -0.33 -0.08 0.02 0.32
H -0.1202 -1.7686 2.9878 -0.67 0.11 0.12 0.27
C 0.5814 -1.0117 2.6737 0.98 -0.50 -0.14 -0.82
H 0.5719 -1.0155 0.4378 -0.67 -0.18 -0.05 0.10
H -2.5056 1.6710 -1.7912 -0.07 0.33 0.07 0.34
C -0.3342 1.5376 -1.4940 -0.34 -1.40 -0.84 -0.17
H 0.1898 -0.0021 2.7222 -0.31 0.01 0.02 0.28
H -0.3689 1.8923 -0.4715 0.10 0.64 -0.10 0.28
```
Forces are in eV/Å.

The value obtained for the gap between HOMO and LUMO is 11.34 eV. The SMILES is CCO.CC. The HOMO energy is -10.3 eV. The lowest unoccupied orbital energy is 0.990 eV.

***

[9]
Below is a cluster of 2 separate species, C4H12O in total, with properties calculated with ωB97M-V/def2-TZVPD.

The geometry in XYZ format:
```
17
Properties=species:S:1:pos:R:3:forces:R:3:mulliken_charge:R:1
H 0.1373 -2.5505 -0.2933 -0.56 0.35 0.37 0.33
O -1.6873 2.9231 0.7257 -0.13 -1.19 -0.22 -0.10
H 1.6234 -0.1528 -0.3149 -0.65 0.57 -0.38 0.17
H -0.6126 -0.1922 0.2163 -0.50 -0.03 0.33 0.05
H 1.6522 -3.0579 -0.6473 0.61 -0.13 0.79 0.34
H -0.0236 0.6943 1.6266 0.08 0.71 -0.32 0.33
H -0.2128 2.1319 -0.4467 0.61 0.61 0.47 0.33
H -1.7479 0.4377 1.5643 -0.12 -0.69 -0.23 0.43
H 2.5072 -1.0327 -1.3821 -0.38 -0.19 -0.72 0.35
C -1.1270 1.8355 0.0410 1.03 1.31 -1.14 -0.29
H 1.3660 -2.0389 0.8886 0.34 -0.42 0.06 0.29
C 1.4711 -0.9590 -1.0406 0.99 -0.44 1.93 -0.85
C -0.8676 0.5897 0.9437 -0.72 -0.33 0.17 -0.59
H -2.6077 2.6284 0.9627 0.29 0.49 0.25 0.46
H -1.7763 1.7135 -0.8656 -0.59 -0.89 0.74 0.33
C 1.1608 -2.2179 -0.1581 -0.48 0.20 -2.01 -0.91
H 0.7449 -0.7522 -1.8203 0.18 0.09 -0.09 0.32
```
Forces are in eV/Å.

The value obtained for the gap between HOMO and LUMO (spin up / spin down) is 10.61 / 4.20 eV. Its expectation value of S² is 0.754. The HOMO energy (spin up / spin down) is -14.8 / -14.8 eV. As for the charge: +1. The multiplicity is 2. The lowest unoccupied orbital energy (spin up / spin down) is -4.154 / -10.557 eV.

***

[10]
Below is a cluster of 2 separate species, C4H12O in total, with properties calculated with ωB97M-V/def2-TZVPD.

The geometry in XYZ format:
```
17
Properties=species:S:1:pos:R:3:forces:R:3:mulliken_charge:R:1
O 2.8312 1.2895 2.9352 0.08 -0.15 -0.74 -0.10
C 2.4195 1.6743 1.6890 -0.58 0.43 0.33 -0.12
H 0.7432 -0.5292 -1.7056 0.03 -0.26 -0.14 0.25
H -0.6208 -0.3158 0.2409 0.12 -0.76 -0.06 0.03
C -0.2922 -0.8293 -1.8863 -0.11 0.10 0.42 -0.99
C -1.1713 -0.4122 -0.7082 -0.25 1.08 0.18 0.07
H 2.4428 0.4115 3.1600 0.06 0.02 0.29 0.45
H 2.3469 2.7803 1.6860 0.18 -0.03 0.02 0.31
H -1.4573 0.6359 -0.8436 0.04 0.11 -0.24 0.26
H -3.2568 -0.8125 -1.2204 0.30 -0.12 -0.25 0.30
H -2.3838 -2.2436 -0.6557 0.08 0.07 0.04 0.34
H -0.6142 -0.3171 -2.7789 -0.13 0.14 -0.38 0.29
H -0.3668 -1.8946 -2.0985 0.26 -0.08 0.18 0.31
H 1.5360 1.1496 1.3408 -0.04 -0.22 -0.16 0.13
C -2.4800 -1.1622 -0.5337 -0.52 -0.15 0.30 -1.20
H 3.2460 1.5451 0.9290 0.26 -0.07 0.21 0.33
H -2.9225 -0.9697 0.4500 0.23 -0.12 0.00 0.32
```
Forces are in eV/Å.

The value obtained for the gap between HOMO and LUMO (spin up / spin down) is 9.32 / 2.85 eV. Its expectation value of S² is 0.755. The HOMO energy (spin up / spin down) is -13.8 / -13.8 eV. As for the charge: +1. The multiplicity is 2. The lowest unoccupied orbital energy (spin up / spin down) is -4.516 / -10.972 eV.